Entry 1:
Entry from OMol25: a structure of composition C24H20ClGaNPS at a distorted geometry (ωB97M-V/def2-TZVPD).

```
49
Properties=species:S:1:pos:R:3:mulliken_charge:R:1
C 2.28 3.83 2.38 -0.466
C 1.91 3.05 1.27 -0.567
C 0.50 2.86 1.28 -0.187
H 2.58 2.70 0.48 0.404
C -0.03 3.67 2.40 -0.511
C 1.12 4.19 3.09 -0.906
H 1.09 4.84 3.96 0.516
H 3.29 4.17 2.61 0.428
H -0.11 2.47 0.46 0.755
H -1.03 4.10 2.43 0.578
Ga 0.15 1.71 3.27 0.186
Cl -1.70 0.70 2.91 -0.282
P -0.22 -0.48 -0.15 0.522
C -1.36 0.13 -1.45 0.051
C -1.09 0.06 -2.83 -0.090
H -0.13 -0.33 -3.18 0.319
C -2.04 0.49 -3.75 -0.552
H -1.83 0.41 -4.82 0.387
C -3.26 1.02 -3.31 -0.503
H -4.01 1.34 -4.03 0.358
C -3.52 1.13 -1.94 -0.528
H -4.47 1.55 -1.59 0.396
C -2.57 0.71 -1.01 -0.159
H -2.76 0.80 0.07 0.301
C 1.29 -0.83 -1.14 -0.340
C 2.15 0.26 -1.39 -0.047
H 1.89 1.25 -1.00 0.283
C 3.30 0.08 -2.15 -0.591
H 3.96 0.93 -2.34 0.405
C 3.62 -1.19 -2.66 -0.504
H 4.52 -1.32 -3.27 0.364
C 2.78 -2.27 -2.41 -0.614
H 3.01 -3.26 -2.81 0.391
C 1.63 -2.11 -1.63 -0.177
H 0.99 -2.97 -1.41 0.313
C -0.88 -2.17 0.14 0.082
C -1.83 -2.79 -0.69 0.018
H -2.26 -2.25 -1.54 0.314
C -2.23 -4.11 -0.44 -0.609
H -2.95 -4.58 -1.10 0.389
C -1.70 -4.80 0.65 -0.486
H -2.00 -5.83 0.84 0.369
C -0.79 -4.17 1.51 -0.545
H -0.38 -4.71 2.37 0.382
C -0.40 -2.86 1.27 -0.358
H 0.29 -2.35 1.95 0.322
S 1.58 2.79 7.50 -0.373
C 1.03 2.28 6.12 0.870
N 0.61 1.85 5.07 -0.306
```

Calculated values
* E_HOMO: -8.23 eV
* 2S+1: 1
* DFT total energy: -4105.838860 Eh
* HOMO-LUMO gap: 0.258 Ha
* energy relative to the best compared isomer or geometry (same formula, charge and spin): 0.0 kJ/mol

Entry 2:
Entry from OMol25: a structure of composition C24H20N2O4RhS at a distorted geometry (ωB97M-V/def2-TZVPD).

```
52
Properties=species:S:1:pos:R:3:mulliken_charge:R:1
Rh -0.13 -1.67 -2.21 -0.187
O 3.45 0.36 -2.27 -0.427
C 2.18 -0.03 -2.31 0.510
O 1.90 -1.29 -2.27 -0.603
C 1.13 0.91 -2.37 0.368
C 1.14 2.33 -2.48 -0.460
C -0.04 3.01 -2.50 -0.373
C -1.29 2.33 -2.45 -0.337
C -1.24 0.97 -2.36 0.572
N -0.10 0.30 -2.32 -0.220
C -2.47 0.00 -2.31 0.386
O -3.58 0.47 -2.25 -0.606
O -2.09 -1.22 -2.36 -0.633
H 4.03 -0.41 -2.24 0.403
H 2.09 2.82 -2.54 0.557
H -0.05 4.09 -2.56 0.489
H -2.24 2.84 -2.47 0.577
C -0.07 3.44 0.82 -1.996
C -0.07 2.88 2.24 2.042
C 1.19 3.37 2.96 -1.708
C -1.34 3.37 2.95 -1.709
C -0.07 1.36 2.26 -0.034
C -0.08 0.70 3.51 -0.357
C -0.08 -0.67 3.62 -1.515
C -0.09 -1.42 2.45 0.794
S -0.09 -3.14 2.26 -0.332
C -0.09 -2.92 0.54 1.586
N -0.07 -1.67 0.15 0.542
C -0.07 -0.79 1.19 -1.581
C -0.06 0.60 1.10 0.872
C -0.10 -3.99 -0.41 0.039
C -0.10 -5.34 -0.05 -1.055
C -0.08 -6.31 -1.03 -0.740
C -0.08 -5.95 -2.38 -0.631
C -0.08 -4.61 -2.75 -0.379
C -0.10 -3.64 -1.77 0.864
H -0.08 4.53 0.86 0.511
H -0.95 3.12 0.27 0.389
H 0.82 3.14 0.27 0.364
H 1.23 4.46 2.95 0.449
H 2.08 2.99 2.46 0.385
H 1.22 3.04 3.99 0.368
H -1.38 4.45 2.94 0.451
H -1.37 3.04 3.99 0.369
H -2.22 2.98 2.45 0.397
H -0.09 1.29 4.41 0.467
H -0.09 -1.15 4.58 0.407
H -0.04 1.06 0.13 0.038
H -0.10 -5.60 1.00 0.407
H -0.05 -7.35 -0.75 0.423
H -0.08 -6.72 -3.14 0.422
H -0.09 -4.36 -3.81 0.434
```

Calculated values
* E_HOMO (spin up / spin down): -11.26 / -11.26 eV
* charge: +1
* 2S+1: 1
* DFT total energy: -1845.557073 Eh
* HOMO-LUMO gap (spin up / spin down): 0.213 / 0.220 Ha
* energy relative to the best compared isomer or geometry (same formula, charge and spin): 135.7 kJ/mol

Entry 3:
Entry from OMol25: a cluster of 4 separate species, C24H20N4O8 in total at a distorted geometry (ωB97M-V/def2-TZVPD).

```
56
Properties=species:S:1:pos:R:3:mulliken_charge:R:1
O 1.77 1.92 -2.11 -0.588
N 0.75 1.82 -1.50 0.952
O 0.58 2.54 -0.53 -0.579
C -0.16 0.65 -1.82 0.213
C 0.25 -0.36 -2.73 -0.349
C -0.61 -1.46 -2.97 -0.435
C -1.86 -1.55 -2.35 -0.507
C -2.22 -0.52 -1.46 -0.403
C -1.36 0.53 -1.14 -0.390
H 1.12 -0.11 -3.32 0.441
H -0.30 -2.27 -3.61 0.389
H -2.52 -2.40 -2.51 0.495
H -3.19 -0.39 -1.00 0.362
H -1.72 1.31 -0.48 0.403
O -0.80 9.48 5.01 -0.580
N -1.14 8.54 4.33 0.936
O -2.14 8.64 3.65 -0.585
C -0.32 7.27 4.33 0.285
C 0.98 7.25 4.88 -0.402
C 1.70 6.04 4.79 -0.292
C 1.13 4.93 4.21 -0.482
C -0.15 5.00 3.74 -0.301
C -0.90 6.13 3.79 -0.476
H 1.44 7.99 5.52 0.402
H 2.76 6.04 5.02 0.352
H 1.69 4.04 4.01 0.366
H -0.48 4.09 3.27 0.351
H -1.87 6.22 3.33 0.426
O -7.31 -2.51 0.08 -0.568
N -7.48 -2.88 -1.08 0.949
O -8.30 -2.43 -1.86 -0.577
C -6.50 -3.86 -1.66 0.136
C -6.56 -4.06 -3.05 -0.244
C -5.65 -5.01 -3.61 -0.515
C -4.85 -5.74 -2.75 -0.446
C -4.83 -5.51 -1.36 -0.443
C -5.62 -4.55 -0.83 -0.368
H -7.18 -3.50 -3.73 0.445
H -5.61 -5.13 -4.69 0.419
H -4.22 -6.55 -3.10 0.374
H -4.28 -6.14 -0.66 0.398
H -5.59 -4.43 0.25 0.436
O 5.35 -4.65 -1.78 -0.602
N 5.21 -3.45 -1.72 1.005
O 4.42 -2.87 -2.39 -0.592
C 6.04 -2.61 -0.82 -0.107
C 6.97 -3.12 0.04 -0.095
C 7.77 -2.34 0.87 -0.533
C 7.66 -0.98 0.81 -0.294
C 6.69 -0.38 -0.01 -0.518
C 5.86 -1.23 -0.77 -0.216
H 7.11 -4.19 0.15 0.385
H 8.39 -2.89 1.55 0.359
H 8.34 -0.26 1.24 0.350
H 6.60 0.69 -0.03 0.390
H 5.14 -0.78 -1.44 0.467
```

Calculated values
* E_HOMO: -10.12 eV
* 2S+1: 1
* DFT total energy: -1747.069845 Eh
* HOMO-LUMO gap: 0.347 Ha
* energy relative to the best compared isomer or geometry (same formula, charge and spin): 918.6 kJ/mol

Entry 4:
Entry from OMol25: a structure of composition C24H20N5O3PdSe2 at a distorted geometry (ωB97M-V/def2-TZVPD).

```
55
Properties=species:S:1:pos:R:3:mulliken_charge:R:1
Pd -0.43 -0.76 -0.40 0.403
C -1.08 -4.79 0.11 -0.676
O 0.17 -5.20 0.66 -0.505
C 1.29 -4.48 0.31 0.466
C 2.43 -5.23 0.12 -0.549
C 3.64 -4.63 -0.23 -0.554
C 3.68 -3.26 -0.36 -0.920
C 2.55 -2.47 -0.12 0.647
C 2.72 -1.02 -0.20 -0.514
N 1.76 -0.22 -0.04 0.538
N 2.07 1.14 -0.03 -0.974
C 1.06 1.78 0.51 0.390
O -0.03 1.29 0.99 -0.853
C 1.19 3.28 0.58 0.329
C 2.43 3.91 0.54 -0.316
C 2.51 5.30 0.53 -0.610
C 1.35 6.06 0.55 -0.337
C 0.11 5.43 0.60 -0.610
C 0.03 4.05 0.62 -0.224
C 1.32 -3.06 0.26 0.767
O 0.25 -2.36 0.65 -0.943
H -1.73 -5.66 0.19 0.299
H -0.97 -4.52 -0.95 0.246
H -1.50 -3.95 0.64 0.241
H 2.35 -6.30 0.23 0.408
H 4.52 -5.23 -0.39 0.372
H 4.60 -2.76 -0.64 0.330
H 3.72 -0.62 -0.38 0.265
H 3.32 3.30 0.52 0.431
H 3.47 5.78 0.50 0.354
H 1.41 7.14 0.53 0.359
H -0.80 6.02 0.60 0.379
H -0.92 3.54 0.64 0.337
C -5.18 -0.45 -0.60 -1.172
N -4.28 -0.05 0.47 0.356
C -3.05 0.48 0.30 -0.249
Se -2.25 1.19 -1.21 -0.166
N -2.43 0.46 1.49 0.215
C -3.23 -0.14 2.44 0.214
C -3.03 -0.47 3.77 -0.519
C -4.06 -1.12 4.43 -0.556
C -5.26 -1.43 3.77 -0.518
C -5.45 -1.12 2.43 -0.794
C -4.42 -0.48 1.78 0.547
H -4.80 -0.04 -1.53 0.349
H -6.18 -0.07 -0.41 0.346
H -5.18 -1.54 -0.67 0.418
H -1.49 0.89 1.59 0.394
H -2.09 -0.24 4.26 0.478
H -3.94 -1.39 5.46 0.374
H -6.04 -1.95 4.31 0.371
H -6.37 -1.37 1.92 0.413
Se -0.62 -1.93 -2.62 -0.263
C -2.04 -2.24 -1.48 0.349
N -2.96 -2.46 -0.80 -0.562
```

Calculated values
* E_HOMO (spin up / spin down): -4.42 / -4.42 eV
* charge: -1
* 2S+1: 1
* DFT total energy: -6356.861329 Eh
* HOMO-LUMO gap (spin up / spin down): 0.221 / 0.221 Ha
* energy relative to the best compared isomer or geometry (same formula, charge and spin): 205.2 kJ/mol

Entry 5:
Entry from OMol25: a structure of composition C24H21BCl5FN4O3Pt at a distorted geometry (ωB97M-V/def2-TZVPD).

```
60
Properties=species:S:1:pos:R:3:mulliken_charge:R:1
Pt -0.14 -0.75 -4.84 0.685
F -0.36 -3.12 1.69 -0.367
C -0.08 -1.83 1.36 0.112
C -0.01 -1.50 0.03 -0.660
C 0.17 -0.18 -0.37 0.390
C 0.29 0.16 -1.79 1.350
O 0.56 -0.73 -2.61 -0.818
C 0.13 1.57 -2.06 -0.245
C 0.19 2.46 -1.05 -0.464
N 0.38 2.13 0.26 0.218
C 0.55 3.17 1.22 -0.269
C 1.46 4.31 0.89 -0.959
C 1.87 3.31 1.93 -0.448
C 0.30 0.81 0.63 -0.124
C 0.33 0.43 1.97 -0.451
C 0.13 -0.88 2.37 -0.891
N 0.21 -1.19 3.75 0.268
C -0.49 -0.36 4.71 -0.682
C 0.45 -0.19 5.92 -0.728
N 1.40 -1.34 5.91 -0.127
C 0.65 -2.60 5.66 -0.683
C 0.22 -2.58 4.19 -0.806
C -0.18 2.20 -3.45 0.160
O 0.02 3.40 -3.55 -0.746
O -0.69 1.46 -4.32 -0.524
H -0.14 -2.27 -0.72 0.728
H 0.10 3.51 -1.28 0.697
H -0.35 3.39 1.79 0.425
H 1.17 5.30 1.21 0.248
H 1.98 4.28 -0.06 0.350
H 1.87 3.61 2.97 0.293
H 2.65 2.61 1.67 0.242
H 0.50 1.19 2.72 0.694
H -1.44 -0.82 5.03 0.301
H -0.72 0.61 4.28 0.459
H -0.10 -0.19 6.86 0.366
H 1.03 0.73 5.85 0.440
H 1.96 -1.37 6.77 0.333
H 2.01 -1.21 5.09 0.374
H -0.20 -2.63 6.34 0.319
H 1.29 -3.46 5.87 0.370
H -0.75 -3.08 4.08 0.456
H 0.95 -3.13 3.58 0.510
B 4.41 -0.88 -4.64 0.033
C 2.93 -0.95 -4.99 0.403
N 1.79 -0.96 -5.25 -0.534
H 4.94 -0.05 -5.33 -0.121
H 4.47 -0.60 -3.47 -0.149
H 4.90 -1.95 -4.87 -0.124
Cl -2.12 -2.57 -2.58 -0.212
C -2.94 -1.65 -3.78 1.219
C -2.17 -1.02 -4.75 -1.576
C -2.88 -0.30 -5.71 1.102
Cl -1.92 0.42 -6.94 -0.149
C -4.26 -0.15 -5.70 -0.448
Cl -5.07 0.80 -6.87 -0.189
C -4.99 -0.79 -4.69 0.706
Cl -6.70 -0.62 -4.63 -0.202
C -4.33 -1.56 -3.74 -0.347
Cl -5.23 -2.38 -2.53 -0.206
```

Calculated values
* E_HOMO: -7.23 eV
* 2S+1: 1
* DFT total energy: -3916.709030 Eh
* HOMO-LUMO gap: 0.195 Ha
* energy relative to the best compared isomer or geometry (same formula, charge and spin): 76.0 kJ/mol

Entry 6:
Entry from OMol25: a structure of composition C24H21Br2ClInN3OS2 (ωB97M-V/def2-TZVPD).

```
55
Properties=species:S:1:pos:R:3:mulliken_charge:R:1
In -0.71 -0.01 -0.50 1.282
Br 0.18 2.64 1.86 -0.116
C -0.03 2.01 3.67 0.361
Br 1.37 0.82 4.22 -0.120
H -0.97 1.48 3.72 -0.531
H -0.01 2.88 4.32 0.441
O 1.05 -0.28 0.85 -0.192
C 1.82 -1.48 1.04 -0.488
C 2.96 -1.62 0.04 -0.869
C 2.55 -1.51 -1.43 -0.660
C 1.55 -2.53 -1.91 0.696
C 1.87 -3.47 -2.88 -0.879
C 0.89 -4.34 -3.32 -0.408
C -0.38 -4.26 -2.77 -0.955
C -0.60 -3.31 -1.79 -0.151
N 0.33 -2.47 -1.37 0.180
H 1.56 0.51 1.08 0.158
H 1.11 -2.29 0.94 0.279
H 2.19 -1.47 2.07 0.436
H 3.44 -2.58 0.23 0.387
H 3.72 -0.86 0.25 0.386
H 3.45 -1.56 -2.05 0.546
H 2.13 -0.52 -1.62 -0.077
H 2.87 -3.50 -3.29 0.456
H 1.11 -5.07 -4.09 0.419
H -1.18 -4.91 -3.10 0.455
H -1.58 -3.21 -1.34 0.331
S -1.98 2.17 -0.78 -0.339
C -2.70 1.44 -2.20 0.457
C -4.05 1.62 -2.45 -0.955
C -4.67 1.06 -3.55 0.654
C -6.07 1.29 -3.76 -0.195
N -7.19 1.48 -3.92 -0.510
C -3.93 0.27 -4.44 0.621
C -2.58 0.06 -4.19 -0.945
C -1.95 0.64 -3.10 0.446
S -0.22 0.35 -2.88 -0.452
C -4.53 -0.35 -5.57 -0.203
N -5.00 -0.87 -6.48 -0.512
H -4.63 2.22 -1.76 0.513
H -2.00 -0.56 -4.87 0.543
Cl -3.57 0.81 6.05 -0.222
C -3.12 0.18 4.49 0.292
C -3.71 0.70 3.35 -0.849
C -3.35 0.21 2.11 -0.055
C -2.39 -0.80 1.99 0.089
C -1.98 -1.34 0.66 -1.466
C -1.80 -1.29 3.15 -0.151
C -2.16 -0.82 4.40 -0.930
H -4.45 1.48 3.43 0.431
H -3.80 0.62 1.22 0.393
H -2.86 -1.53 0.04 0.675
H -1.46 -2.29 0.79 0.584
H -1.05 -2.08 3.09 0.307
H -1.71 -1.21 5.30 0.409
```

Calculated values
* E_HOMO: -7.97 eV
* 2S+1: 1
* DFT total energy: -7761.427181 Eh
* HOMO-LUMO gap: 0.288 Ha
* energy relative to the best compared isomer or geometry (same formula, charge and spin): 62.1 kJ/mol